C5H8O as an isolated structure in a non-equilibrium geometry, computed with ωB97M-V with the def2-TZVPD basis set.

```
14
Properties=species:S:1:pos:R:3:nbo_charge:R:1
C -0.4766 -0.5779 -0.9985 -0.286
C -1.1283 -0.1429 0.2930 0.045
C 0.0396 0.0136 1.2816 -0.431
C 1.1395 0.3961 0.2699 -0.446
C 0.3182 0.7056 -0.9152 0.038
O -1.2433 1.1018 -0.4218 -0.522
H 0.4990 -1.5286 -0.7522 0.077
H -1.1371 -0.7656 -1.8483 0.237
H -2.0683 -0.5805 0.6530 0.202
H -0.1639 0.7856 2.0301 0.221
H 0.2703 -0.9262 1.7942 0.209
H 1.9231 1.1050 0.5951 0.232
H 1.3175 -0.8635 -0.2172 0.200
H 0.7104 1.2774 -1.7638 0.223
```

Calculated values
- molar mass (g/mol) = 84.1
- highest occupied orbital energy (eV) = -8.931
- relative energy (zero: lowest compared OMol25 entry of this formula, charge and spin) (kcal per mole) = 117.8
- Kohn-Sham gap (eV) = 9.9266
- calculated total energy (hartree) = -270.37013

---

A 2-piece molecular cluster, C5H8O overall, computed with ωB97M-V with the def2-TZVPD basis set.

```
14
Properties=species:S:1:pos:R:3:nbo_charge:R:1
C -0.4159 -1.8818 -1.3940 -0.633
C -0.6315 -0.3904 -1.4062 -0.267
C -0.7307 0.3471 -0.3225 0.050
C -0.6281 1.0718 0.7177 -0.187
C -0.1238 1.8056 1.6920 0.144
O 0.3138 1.3433 2.8887 -0.658
H -1.3672 -2.4160 -1.2903 0.221
H 0.0488 -2.2079 -2.3289 0.218
H 0.2320 -2.1873 -0.5655 0.218
H -0.6963 0.1138 -2.3681 0.223
H -0.0235 2.8832 1.6167 0.196
H 0.2691 0.3764 2.8722 0.484
H 1.8200 0.3471 -0.3479 -0.001
H 1.9334 0.7952 0.2359 -0.008
```

Calculated values
- SMILES = CC=C=C=CO.[H][H]
- molar mass (g/mol) = 84.1
- highest occupied orbital energy (eV) = -8.188
- relative energy (zero: lowest compared OMol25 entry of this formula, charge and spin) (kcal per mole) = 91.0
- Kohn-Sham gap (eV) = 9.0396
- calculated total energy (hartree) = -270.41286

---

One molecule with the formula C5H8O in a non-equilibrium geometry, computed with ωB97M-V with the def2-TZVPD basis set.

```
14
Properties=species:S:1:pos:R:3:nbo_charge:R:1
C 1.5032 -1.6984 0.4490 -0.494
C 1.4436 -0.3866 0.2103 0.276
O 2.5459 0.4017 0.4438 -0.674
C 0.2920 0.2870 -0.3409 -0.294
C -0.9506 0.1795 0.1547 -0.121
C -2.1462 0.8507 -0.4373 -0.647
H 0.6643 -2.3558 0.2497 0.207
H 2.4098 -2.1437 0.8439 0.209
H 2.2757 1.3313 0.3558 0.477
H 0.4797 0.9128 -1.2107 0.203
H -1.1325 -0.4330 1.0358 0.204
H -2.9328 0.1113 -0.6177 0.221
H -2.5346 1.6048 0.2535 0.221
H -1.9174 1.3384 -1.3901 0.212
```

Calculated values
- SMILES = C=C(O)/C=C/C
- molar mass (g/mol) = 84.1
- highest occupied orbital energy (eV) = -8.572
- relative energy (zero: lowest compared OMol25 entry of this formula, charge and spin) (kcal per mole) = 29.4
- Kohn-Sham gap (eV) = 9.4837
- calculated total energy (hartree) = -270.51106

---

One molecule with the formula C5H8O, computed with ωB97M-V with the def2-TZVPD basis set.

```
14
Properties=species:S:1:pos:R:3:nbo_charge:R:1
O -1.4379 1.4409 0.5412 -0.716
C -0.6117 0.5794 -0.2173 0.090
C -0.5975 -0.8072 0.4169 -0.434
C 0.7197 -1.3959 -0.1004 -0.586
C 1.7256 -0.3053 -0.3031 0.178
C 0.8958 0.9233 -0.1804 -0.620
H -1.7504 2.1559 -0.0226 0.473
H 1.0897 1.1523 0.8879 0.279
H -0.9612 0.5268 -1.2613 0.161
H -1.4878 -1.4019 0.1983 0.219
H -0.5451 -0.6608 1.5039 0.212
H 1.1063 -2.2733 0.4285 0.243
H 0.5955 -1.7278 -1.1524 0.263
H 1.2589 1.7935 -0.7391 0.237
```

Calculated values
- molar mass (g/mol) = 84.1
- highest occupied orbital energy (eV) = -8.344
- relative energy (zero: lowest compared OMol25 entry of this formula, charge and spin) (kcal per mole) = 83.1
- Kohn-Sham gap (eV) = 8.7999
- calculated total energy (hartree) = -270.42542